{"formula": "C9H18FO8S", "method": "ωB97M-V/def2-TZVPD", "orbital_gap_ev": 4.6, "homo_ev": -2.5, "total_energy_ev": -39547.5958, "e_lumo_ev": 2.04, "charge": -1, "species": ["O", "C", "O", "C", "C", "C", "C", "O", "S", "O", "O", "C", "O", "C", "O", "C", "C", "O", "H", "H", "H", "H", "H", "H", "H", "H", "H", "H", "H", "H", "H", "H", "H", "H", "H", "H", "F"], "xyz": [[3.365601, 1.281283, 3.022764], [2.234426, 1.277074, 2.300406], [2.127019, 0.823255, 0.889924], [2.831085, -0.489147, 0.742454], [2.849152, -1.056303, -0.797221], [1.356613, -1.643660, -1.245554], [0.841393, -2.863640, -0.279186], [0.040596, -2.446628, 0.881484], [-1.435214, -1.722692, 0.431064], [-2.324893, -2.695647, -0.423605], [-2.319175, -1.575764, 1.916934], [-2.355576, -0.127039, 2.301106], [-2.650811, 0.610063, 1.047600], [-1.774159, 1.819615, 1.083716], [-1.946413, 2.582902, -0.182696], [-0.841614, 2.126655, -1.076567], [-1.161031, 2.613196, -2.613507], [-2.580413, 2.284381, -2.876371], [1.247818, 1.658208, 2.825804], [2.263794, -1.222526, 1.488263], [3.970462, -0.333586, 1.051653], [3.638252, -1.894813, -1.007534], [3.037540, -0.114962, -1.501169], [0.650927, -0.711380, -1.293548], [1.393313, -2.090628, -2.351655], [1.825606, -3.380953, 0.154666], [0.321222, -3.718707, -0.930040], [-3.224615, -0.043935, 3.104780], [-1.330368, 0.212506, 2.781913], [-0.632188, 1.513467, 1.117161], [-2.109044, 2.438460, 2.038795], [-0.868677, 0.950531, -1.077381], [0.205414, 2.495378, -0.668228], [-0.951509, 3.776647, -2.735308], [-0.525030, 2.069865, -3.441382], [-2.644888, 1.290707, -2.738704], [-2.524615, -3.692183, -1.940831]], "atomic_forces_ev_per_a": [[-7.1, -0.3, -4.9], [5.2, -0.4, 2.0], [0.5, 0.0, 3.8], [1.5, -1.4, 0.3], [-1.8, 0.9, -0.6], [0.4, 0.1, -0.4], [1.1, -1.0, -1.0], [0.2, -0.7, -0.6], [-3.5, -2.5, -3.2], [4.2, 4.7, 5.8], [1.1, 2.7, 1.0], [-0.4, -1.4, -0.1], [2.0, 1.5, 2.4], [-0.3, 0.3, -0.7], [2.0, -1.9, 1.6], [0.0, -0.6, -0.9], [-0.1, 0.0, 0.4], [1.9, -0.8, 0.3], [1.8, -0.7, -1.6], [1.4, 1.4, -1.8], [-2.6, -0.3, -0.4], [-1.3, 1.8, 0.9], [-0.1, -2.1, 1.5], [1.1, -2.0, 0.3], [0.1, 1.1, 2.4], [-2.1, 1.2, -0.6], [0.6, 2.2, 1.5], [1.8, 0.0, -1.8], [-1.9, -0.6, -1.1], [-2.3, 0.4, 0.3], [0.8, -0.9, -2.2], [0.2, 2.2, 0.0], [-2.1, -0.7, -0.9], [-0.9, -2.5, 0.3], [-0.8, 0.9, 2.0], [0.0, 1.7, -0.2], [-0.4, -2.3, -3.7]], "mulliken_charge": [-0.5243, 0.2054, -0.1912, -0.2812, -0.7808, 0.4555, -0.6990, -0.3325, 0.7834, -0.4346, -0.3889, -0.1600, -0.2777, 0.1411, -0.3823, 0.0915, -0.4524, -0.5130, 0.2821, 0.2805, 0.2755, 0.3467, 0.2969, -0.4015, 0.2822, 0.3042, 0.3390, 0.2092, 0.2059, -0.0221, 0.2368, -0.0141, 0.1410, 0.2713, 0.2423, 0.3363, -0.8711]}

{"formula": "C5H16N3", "method": "ωB97M-V/def2-TZVPD", "orbital_gap_ev": [5.2, 9.7], "homo_ev": [-4.2, -8.8], "total_energy_ev": -9911.1138, "s_squared": 0.754, "e_lumo_ev": [0.98, 0.90], "spin_multiplicity": 2, "species": ["C", "C", "H", "H", "H", "H", "H", "H", "C", "C", "C", "N", "N", "N", "H", "H", "H", "H", "H", "H", "H", "H", "H", "H"], "xyz": [[0.256571, 0.737477, 1.992388], [-0.486626, 1.121176, 3.258670], [1.163682, 1.352855, 1.843960], [0.611117, -0.353987, 2.081586], [-0.304668, 0.898659, 1.064521], [-1.204782, 0.548773, 3.605292], [-0.988404, 2.089555, 3.247307], [0.197946, 1.051752, 4.171832], [-0.720096, -1.011295, -0.571947], [-2.097489, -1.696642, -0.996223], [1.130287, 0.273212, -1.615650], [-0.162740, -0.250490, -1.732675], [2.110012, -0.024645, -0.581182], [1.480862, 1.084500, -2.755793], [-0.800490, -0.308668, 0.306798], [-0.035337, -1.807974, -0.322727], [-2.747602, -0.863539, -1.341449], [-2.567593, -2.173240, -0.135696], [-0.942139, 0.305600, -2.146659], [1.990256, -1.005888, -0.191286], [3.046732, -0.015594, -0.847106], [0.861357, 1.192999, -3.460604], [2.399194, 1.282296, -3.094407], [-2.190047, -2.426903, -1.778954]], "atomic_forces_ev_per_a": [[0.9, -0.7, 0.3], [3.8, 2.8, 0.5], [-0.4, -0.3, 0.3], [-0.6, 1.6, -0.4], [0.1, 0.1, 0.7], [-3.8, -3.6, 0.8], [0.6, 0.4, -0.2], [-0.4, 0.7, -1.3], [-0.9, 0.0, -1.3], [0.1, 2.1, 0.9], [0.9, 1.6, -1.1], [-1.2, -1.6, 0.9], [-3.3, -1.8, 0.7], [2.0, -0.4, 3.2], [-0.6, -1.6, -1.2], [0.4, -0.2, 0.2], [0.0, -0.4, 0.4], [0.0, 0.3, 0.2], [1.4, 0.1, 0.5], [-0.1, 1.5, -0.7], [1.7, 0.4, -1.2], [-2.6, 0.0, -2.2], [0.6, -0.4, 0.5], [1.1, -0.3, -0.5]], "lowdin_spin": [0.0026, 0.0002, 0.0001, 0.0001, 0.0007, 0.0001, 0.0000, 0.0001, 0.0088, 0.0037, 0.5135, 0.1473, 0.1171, 0.1196, 0.0024, 0.0009, 0.0008, 0.0001, 0.0218, 0.0184, 0.0134, 0.0131, 0.0144, 0.0010]}